{
  "formula": "C46H98N2O20",
  "method": "ωB97M-V/def2-TZVPD",
  "symbols": ["C", "N", "O", "O", "H", "H", "H", "C", "N", "O", "O", "H", "H", "H", "C", "C", "C", "C", "C", "C", "H", "H", "H", "H", "H", "H", "C", "C", "C", "C", "C", "C", "H", "H", "H", "H", "H", "H", "C", "O", "C", "C", "O", "C", "H", "H", "H", "H", "H", "H", "H", "H", "H", "H", "C", "O", "C", "C", "O", "C", "H", "H", "H", "H", "H", "H", "H", "H", "H", "H", "C", "O", "C", "C", "O", "C", "H", "H", "H", "H", "H", "H", "H", "H", "H", "H", "C", "O", "C", "C", "O", "C", "H", "H", "H", "H", "H", "H", "H", "H", "H", "H", "C", "O", "C", "C", "O", "C", "H", "H", "H", "H", "H", "H", "H", "H", "H", "H", "C", "O", "C", "C", "O", "C", "H", "H", "H", "H", "H", "H", "H", "H", "H", "H", "C", "O", "C", "C", "O", "C", "H", "H", "H", "H", "H", "H", "H", "H", "H", "H", "C", "O", "C", "C", "O", "C", "H", "H", "H", "H", "H", "H", "H", "H", "H", "H"],
  "xyz": [[-4.645, 25.732, -33.692], [-3.705, 26.759, -34.231], [-2.903, 26.369, -35.054], [-3.770, 27.885, -33.816], [-5.643, 26.152, -33.677], [-4.292, 25.510, -32.684], [-4.502, 24.818, -34.255], [5.052, 24.178, -40.754], [5.142, 23.368, -39.515], [4.243, 23.527, -38.705], [6.036, 22.550, -39.426], [4.119, 23.933, -41.257], [5.891, 24.041, -41.424], [4.977, 25.218, -40.440], [-3.110, 18.463, -33.957], [-2.901, 18.454, -32.594], [-3.212, 17.300, -31.868], [-3.842, 16.229, -32.473], [-3.998, 16.253, -33.867], [-3.683, 17.377, -34.603], [-2.794, 19.329, -34.529], [-2.490, 19.297, -32.056], [-3.032, 17.358, -30.800], [-4.193, 15.352, -31.947], [-4.292, 15.367, -34.419], [-3.815, 17.409, -35.677], [-2.980, 22.310, -31.922], [-1.783, 22.474, -32.616], [-1.079, 23.666, -32.416], [-1.533, 24.629, -31.548], [-2.661, 24.395, -30.780], [-3.433, 23.257, -31.009], [-3.624, 21.464, -32.128], [-1.578, 21.796, -33.436], [-0.162, 23.835, -32.973], [-0.974, 25.556, -31.502], [-2.933, 25.106, -30.008], [-4.382, 23.105, -30.511], [1.620, 25.423, -34.484], [1.390, 26.416, -33.489], [2.456, 26.567, -32.564], [2.413, 25.580, -31.408], [2.501, 24.255, -31.841], [2.442, 23.340, -30.745], [2.666, 25.357, -34.798], [0.880, 25.636, -35.249], [1.447, 24.438, -34.032], [2.316, 27.584, -32.202], [3.411, 26.484, -33.096], [1.444, 25.749, -30.913], [3.169, 25.928, -30.691], [1.406, 23.302, -30.397], [3.195, 23.616, -30.009], [2.667, 22.357, -31.156], [2.027, 21.294, -33.692], [1.374, 20.206, -34.288], [0.771, 19.276, -33.404], [0.383, 18.011, -34.134], [-0.389, 18.299, -35.267], [-0.598, 17.165, -36.061], [2.613, 21.848, -34.423], [2.718, 21.047, -32.876], [1.259, 21.939, -33.245], [-0.138, 19.761, -33.024], [1.430, 19.086, -32.553], [-0.157, 17.395, -33.403], [1.295, 17.480, -34.434], [0.321, 16.642, -36.359], [-1.153, 17.474, -36.946], [-1.179, 16.402, -35.520], [-4.255, 21.057, -38.320], [-4.612, 20.202, -39.397], [-3.496, 19.505, -39.896], [-3.101, 18.274, -39.094], [-4.118, 17.323, -39.212], [-3.882, 16.109, -38.542], [-3.808, 20.444, -37.536], [-5.179, 21.516, -37.973], [-3.606, 21.860, -38.682], [-2.659, 20.207, -40.001], [-3.705, 19.170, -40.913], [-2.841, 18.541, -38.063], [-2.201, 17.895, -39.603], [-3.425, 16.298, -37.558], [-3.173, 15.509, -39.123], [-4.824, 15.609, -38.336], [-1.267, 21.046, -36.489], [-2.057, 22.055, -35.910], [-1.540, 23.354, -35.948], [-1.514, 24.064, -37.273], [-0.539, 23.492, -38.117], [0.799, 23.805, -37.795], [-1.214, 21.101, -37.583], [-1.707, 20.070, -36.300], [-0.248, 21.077, -36.090], [-0.534, 23.366, -35.505], [-2.125, 23.926, -35.222], [-1.366, 25.145, -37.127], [-2.473, 24.079, -37.798], [1.520, 23.660, -38.592], [1.098, 23.319, -36.863], [0.778, 24.889, -37.609], [1.902, 20.886, -40.555], [2.082, 19.886, -39.581], [2.177, 20.385, -38.256], [2.736, 19.365, -37.309], [4.035, 18.885, -37.645], [4.997, 19.889, -37.859], [1.316, 21.742, -40.207], [1.324, 20.451, -41.371], [2.883, 21.198, -40.926], [1.162, 20.675, -37.954], [2.796, 21.292, -38.253], [2.090, 18.495, -37.198], [2.864, 19.789, -36.308], [5.961, 19.405, -38.009], [5.048, 20.571, -37.004], [4.782, 20.442, -38.778], [-6.203, 18.978, -30.847], [-7.274, 19.812, -31.283], [-6.814, 20.990, -31.878], [-6.526, 20.888, -33.392], [-5.689, 21.944, -33.778], [-5.413, 21.900, -35.164], [-5.450, 19.565, -30.308], [-5.701, 18.549, -31.718], [-6.620, 18.235, -30.173], [-5.941, 21.417, -31.372], [-7.599, 21.746, -31.788], [-7.478, 20.928, -33.930], [-6.079, 19.899, -33.560], [-5.027, 20.916, -35.452], [-4.678, 22.669, -35.383], [-6.347, 21.994, -35.730], [0.161, 28.567, -44.279], [0.703, 27.407, -43.718], [-0.242, 26.356, -43.706], [0.499, 25.040, -43.558], [1.391, 25.021, -42.481], [0.761, 24.814, -41.220], [0.874, 29.394, -44.331], [-0.658, 28.957, -43.660], [-0.178, 28.458, -45.317], [-0.835, 26.371, -44.627], [-0.955, 26.489, -42.882], [1.084, 24.892, -44.468], [-0.210, 24.201, -43.573], [0.464, 23.761, -41.258], [-0.006, 25.544, -40.964], [1.502, 24.885, -40.424], [-2.730, 25.033, -41.069], [-4.038, 25.130, -41.563], [-4.196, 26.264, -42.395], [-5.532, 26.312, -43.082], [-6.579, 26.261, -42.129], [-7.835, 26.486, -42.737], [-1.989, 24.831, -41.840], [-2.721, 24.263, -40.296], [-2.438, 25.910, -40.471], [-3.346, 26.361, -43.076], [-4.176, 27.136, -41.719], [-5.598, 25.393, -43.687], [-5.654, 27.217, -43.683], [-8.527, 26.448, -41.903], [-8.047, 25.768, -43.534], [-7.906, 27.461, -43.234]],
  "forces_ev_per_angstrom": [[0.5, -0.1, 0.5], [0.0, -0.7, -0.2], [0.3, 0.0, -0.3], [-0.2, 0.5, 0.3], [-0.1, -0.1, -0.1], [-0.2, 0.2, 0.1], [-0.3, 0.1, -0.3], [-0.3, 0.8, -0.2], [-0.3, -0.6, -0.4], [0.4, 0.0, -0.1], [-0.1, 0.4, 0.2], [0.0, -0.2, 0.1], [0.2, -0.3, 0.3], [0.0, 0.0, 0.0], [0.0, 0.9, -0.2], [0.1, -0.8, 0.2], [-0.5, 0.7, 0.5], [0.3, -0.2, -0.9], [-0.1, -0.3, 0.0], [0.5, 0.1, 0.2], [-0.2, 0.0, 0.0], [0.1, 0.1, -0.2], [-0.1, -0.4, 0.0], [0.3, 0.0, 0.3], [-0.4, 0.0, 0.3], [0.0, -0.1, 0.0], [-0.2, -0.1, -0.1], [-0.9, 0.7, 0.2], [0.4, -0.9, -0.9], [0.4, 0.2, 0.3], [-0.5, 0.1, 0.1], [0.6, 0.1, 0.0], [0.1, -0.1, -0.1], [0.4, -0.1, 0.2], [-0.2, 0.1, 0.0], [-0.1, 0.0, 0.3], [-0.2, 0.1, -0.2], [0.1, 0.0, 0.2], [-0.4, -0.4, 1.2], [0.5, -0.2, -0.1], [-0.3, -0.3, -0.5], [-1.0, 1.3, -0.1], [0.6, -0.2, 0.2], [-0.2, 0.1, -1.1], [-0.1, 0.6, -0.4], [0.3, -0.2, -0.4], [-0.2, 0.0, -0.3], [0.3, 0.0, 0.4], [0.1, 0.1, 0.0], [0.0, -0.2, 0.1], [0.3, -0.6, 0.0], [0.1, 0.1, 0.6], [-0.2, -0.1, 0.4], [0.1, 0.1, 0.1], [-0.6, 0.3, 0.8], [0.8, -0.7, -0.6], [-0.5, 1.2, -0.3], [0.7, 0.1, 0.4], [0.2, 0.2, 0.0], [-0.3, -0.7, 0.1], [-0.2, -0.1, -0.3], [0.0, -0.5, -0.1], [0.2, 0.3, 0.0], [-0.1, -0.1, 0.2], [0.0, -0.3, 0.0], [-0.1, -0.2, -0.2], [0.0, -0.1, 0.0], [0.2, 0.4, -0.1], [0.1, 0.0, 0.0], [-0.2, 0.2, 0.0], [-0.5, -0.4, -0.6], [-0.1, 0.0, -0.1], [0.0, 0.1, -0.2], [0.5, 0.3, -0.9], [-0.8, 0.1, 0.3], [0.7, 0.5, 0.4], [0.2, 0.5, 0.3], [0.0, -0.1, 0.1], [0.3, -0.1, 0.2], [0.3, -0.2, 0.3], [-0.4, 0.0, 0.1], [-0.2, -0.2, 0.2], [0.2, 0.0, 0.3], [0.1, 0.0, -0.1], [-0.2, -0.3, 0.1], [0.0, -0.1, -0.4], [0.4, -0.1, -0.7], [-0.7, -0.4, -0.3], [0.0, 0.5, 1.1], [0.0, 0.3, -0.1], [0.0, -0.6, -1.4], [-0.7, 1.5, 1.0], [0.0, 0.4, 0.0], [-0.1, 0.1, 0.5], [0.0, -0.2, 0.1], [0.1, -0.1, -0.2], [-0.2, 0.1, -0.2], [0.5, -0.1, 0.3], [0.0, -0.7, 0.0], [-0.3, -0.6, -0.2], [0.3, -0.2, -0.2], [0.5, 0.0, 0.2], [-0.1, -0.3, -0.1], [0.0, -0.4, 0.2], [-0.4, 0.6, -0.5], [1.0, -0.2, 0.5], [-0.2, -0.6, -0.4], [-0.3, -0.1, -0.3], [0.1, 0.1, 0.3], [0.2, -0.1, -0.1], [-0.1, 0.3, -0.1], [0.1, 0.0, 0.4], [0.0, 0.0, 0.1], [0.0, -0.1, -0.2], [-0.6, 0.4, 0.0], [0.0, -0.1, 0.2], [0.1, 0.2, 0.0], [0.0, 0.2, 0.1], [-0.1, 0.5, -0.4], [0.3, -0.1, 0.3], [-0.4, 1.2, -0.8], [-0.2, -0.6, 0.9], [0.1, 0.0, 0.1], [-0.4, -0.6, 0.2], [-0.1, 0.0, 0.1], [0.0, -0.4, 0.2], [0.0, -0.2, -0.2], [0.2, -0.3, 0.0], [-0.1, -0.1, 0.3], [0.0, -0.1, -0.2], [0.2, 0.1, -0.4], [0.3, 0.1, 0.1], [-0.1, 0.0, -0.2], [0.1, 0.4, -0.1], [-0.3, 1.1, 0.0], [0.1, -0.1, -0.4], [0.0, 0.0, 0.3], [0.0, 0.1, -0.9], [0.2, 0.4, 0.5], [0.8, -0.7, -0.3], [0.4, -0.4, 0.3], [-0.2, -0.2, -0.2], [-0.2, -0.4, 0.1], [0.1, -0.2, -0.1], [0.1, 0.2, 0.1], [0.3, 0.1, 0.1], [-0.1, 0.0, 0.5], [-0.8, 0.2, 0.5], [-0.3, -0.2, -0.3], [0.3, 0.1, -0.3], [-0.2, 0.0, 1.2], [-0.2, -0.2, -0.7], [0.1, 1.1, 1.4], [-0.2, -1.4, 0.2], [0.3, 0.4, -0.3], [0.3, 0.1, 0.2], [0.0, -0.1, -0.1], [0.0, -0.4, -0.4], [0.0, 0.4, -0.5], [-0.2, -0.1, -0.4], [0.2, 0.1, -0.2], [-0.2, 0.3, -0.4], [0.3, 0.0, -0.2], [-0.4, -0.1, -0.3], [-0.1, -0.4, 0.3], [0.2, 0.2, 0.2]],
  "e_tot_ha": -3425.2341,
  "smiles": "C[N+](=O)[O-].C[N+](=O)[O-].c1ccccc1.c1ccccc1.COCCOC.COCCOC.COCCOC.COCCOC.COCCOC.COCCOC.COCCOC.COCCOC",
  "largest_force_ev_per_a": 1.94,
  "e_lumo_ev": 0.08,
  "homo_lumo_gap_ha": 0.343
}